{"formula": "C20H29N8O3Sn", "method": "the ωB97M-V functional and the def2-TZVPD basis", "elements": ["Sn", "C", "C", "N", "C", "C", "N", "C", "C", "N", "C", "C", "N", "C", "C", "C", "C", "C", "C", "C", "N", "H", "H", "H", "H", "H", "H", "H", "H", "H", "H", "H", "H", "H", "H", "H", "H", "H", "H", "H", "H", "H", "H", "H", "N", "C", "C", "C", "C", "C", "N", "H", "H", "H", "H", "H", "H", "O", "N", "O", "O"], "positions_angstrom": [[-1.1599, -0.1382, 0.1260], [-2.9880, -2.0169, -3.4213], [-2.8674, -1.4077, -2.1065], [-2.2277, -0.2537, -1.8940], [-1.7948, 0.6585, -2.9730], [-1.0529, 1.8893, -2.3261], [-1.3081, 2.0305, -0.8603], [-0.5811, 3.0710, -0.1756], [0.6426, 2.6038, 0.6816], [0.4379, 1.3083, 1.3775], [0.0025, 1.2597, 2.7923], [-1.5190, 0.9318, 2.9307], [-1.9060, -0.2613, 2.1814], [-2.7053, -1.2230, 2.5664], [-3.1485, -1.5232, 3.9749], [-3.2508, -2.0231, 1.4336], [-4.0008, -3.1943, 1.5287], [-4.5355, -3.7749, 0.3355], [-4.2363, -3.2000, -0.8763], [-3.4607, -2.0514, -0.9233], [-3.0159, -1.4632, 0.2316], [-2.2769, -2.9139, -3.4737], [-2.8603, -1.3784, -4.2870], [-3.9810, -2.4896, -3.4905], [-2.7165, 1.0359, -3.4564], [-1.1378, 0.2425, -3.7402], [-1.2977, 2.7821, -2.9707], [0.0320, 1.7666, -2.3841], [-2.3389, 2.1406, -0.8043], [-1.3008, 3.5114, 0.5388], [-0.2433, 3.8970, -0.8694], [0.7933, 3.3696, 1.4258], [1.5391, 2.5386, 0.0038], [1.2062, 0.6324, 1.2976], [0.1746, 2.1986, 3.3033], [0.5777, 0.5225, 3.2850], [-2.1899, 1.8510, 2.6582], [-1.7838, 0.7521, 4.0251], [-3.7677, -0.6853, 4.3420], [-2.2888, -1.7376, 4.6258], [-3.7755, -2.4506, 3.8755], [-4.1374, -3.7598, 2.4460], [-5.3249, -4.4949, 0.4270], [-4.7470, -3.6118, -1.7592], [4.5638, 0.7565, -1.9608], [5.5298, 0.8034, -0.9984], [6.9193, 0.8397, -1.3439], [7.8386, 0.9253, -0.3146], [7.4030, 0.8867, 1.0324], [6.0469, 0.8167, 1.2574], [5.1183, 0.7829, 0.2752], [4.8851, 0.8096, -2.9299], [3.6337, 0.4196, -1.6809], [7.2273, 0.7942, -2.3958], [8.8721, 1.2998, -0.5361], [8.1315, 0.9257, 1.8471], [5.6647, 0.7416, 2.2698], [2.0189, -2.1618, -1.6191], [1.2067, -1.4319, -1.0757], [0.0897, -1.9307, -0.5381], [1.3715, -0.2184, -0.9106]], "energy_ev": -45074.9246, "charge": 3, "homo_lumo_gap_ev": [8.15, 3.81], "lumo_energy_ev": [-9.54, -10.98], "mol_weight_g_mol": 548.22, "e_homo_ev": [-17.6913, -14.7917]}